{"formula": "C27H56N4O3P", "method": "ωB97M-V/def2-TZVPD", "total_charge": 1, "gap_ev": 5.997, "elements": ["C", "O", "C", "C", "C", "C", "C", "C", "C", "C", "C", "C", "C", "C", "N", "C", "C", "C", "C", "C", "O", "C", "C", "C", "H", "H", "H", "H", "H", "H", "H", "H", "H", "H", "H", "H", "H", "H", "H", "H", "H", "H", "H", "H", "H", "H", "H", "H", "H", "H", "H", "H", "H", "H", "H", "H", "H", "H", "H", "H", "H", "H", "O", "P", "N", "C", "C", "N", "C", "C", "N", "C", "C", "H", "H", "H", "H", "H", "H", "H", "H", "H", "H", "H", "H", "H", "H", "H", "H", "H", "H"], "positions_angstrom": [[7.2379, -4.1630, 1.1152], [5.9562, -3.9350, 0.5786], [5.9503, -2.9048, -0.4054], [4.4934, -2.4180, -0.5847], [4.2664, -0.9188, -0.2013], [3.2162, -0.7716, 0.9368], [1.9652, 0.0966, 0.5970], [1.4118, -0.0313, -0.8379], [1.2275, -1.4787, -1.3730], [0.7681, -2.5008, -0.3216], [-0.0405, -3.6716, -1.0045], [-1.1876, -4.0186, -0.0950], [-2.5134, -3.8074, -0.4511], [-3.4771, -4.1355, 0.4520], [-3.1964, -4.6394, 1.6569], [-4.3239, -4.9365, 2.5663], [-4.6729, -3.7893, 3.5473], [-4.4320, -2.3507, 3.0171], [-5.7317, -1.6379, 2.5255], [-5.8973, -1.6068, 1.0059], [-4.7440, -1.0914, 0.3647], [-4.9378, -1.2158, -1.0413], [-1.9213, -4.8231, 2.0028], [-0.8909, -4.5410, 1.1687], [7.8307, -3.2421, 1.2244], [7.1592, -4.6191, 2.1092], [7.8385, -4.8654, 0.5108], [6.6239, -2.0812, -0.1339], [6.2738, -3.3674, -1.3537], [3.8817, -3.0805, 0.0395], [4.1763, -2.6261, -1.6153], [5.2255, -0.5765, 0.2060], [4.0620, -0.2947, -1.0755], [2.8737, -1.7297, 1.3408], [3.7188, -0.2638, 1.7709], [2.2793, 1.1436, 0.7064], [1.1934, -0.0780, 1.3576], [0.4211, 0.4468, -0.8462], [2.0349, 0.5398, -1.5350], [0.4457, -1.4260, -2.1455], [2.1478, -1.7743, -1.8864], [0.1849, -2.0354, 0.4818], [1.6245, -2.9864, 0.1574], [0.5976, -4.5593, -1.0894], [-0.3705, -3.3841, -2.0058], [-2.7640, -3.3911, -1.4195], [-4.5185, -3.9790, 0.1867], [-5.1658, -5.2885, 1.9670], [-4.0126, -5.7963, 3.1721], [-5.7512, -3.8710, 3.7357], [-4.2028, -3.9493, 4.5223], [-3.6302, -2.2672, 2.2768], [-4.1041, -1.7590, 3.8803], [-6.6133, -2.0545, 3.0206], [-5.6204, -0.5929, 2.8426], [-6.2098, -2.5990, 0.6285], [-6.7231, -0.9081, 0.7840], [-4.1922, -0.6254, -1.5793], [-4.9170, -2.2799, -1.3278], [-5.9264, -0.8198, -1.3214], [-1.6813, -5.2198, 2.9870], [0.1447, -4.6847, 1.4549], [1.0978, 3.5297, -0.0370], [0.8607, 4.5418, -1.1400], [1.8288, 5.8072, -0.4995], [1.4061, 7.1288, -0.0889], [3.2354, 5.5255, -0.2541], [-0.8151, 4.7762, -0.8152], [-1.4704, 6.0501, -0.5924], [-1.5010, 3.7308, -0.0671], [0.6301, 5.3972, -2.6554], [-0.1474, 4.5947, -3.6364], [1.8615, 5.8109, -3.3610], [0.8073, 7.6293, -0.8543], [2.2626, 7.7843, 0.0750], [0.8402, 7.0994, 0.8482], [3.8454, 5.7287, -1.1463], [3.3923, 4.4796, 0.0183], [3.6326, 6.1227, 0.5672], [-1.3091, 6.4224, 0.4253], [-2.5506, 5.9517, -0.7382], [-1.1557, 6.8068, -1.3081], [-1.3175, 3.8090, 1.0112], [-1.1855, 2.7435, -0.3995], [-2.5799, 3.7854, -0.2372], [0.3852, 3.6835, -3.9260], [-0.3451, 5.1823, -4.5335], [-1.1152, 4.3060, -3.2327], [2.5613, 4.9815, -3.4922], [2.3679, 6.6166, -2.8330], [1.6162, 6.2098, -4.3455]], "forces_ev_per_a": [[0.723, -0.467, 0.206], [0.219, 0.592, 0.424], [-0.716, -0.724, -0.662], [0.236, 0.219, -0.259], [0.176, -1.090, 0.757], [-0.377, 0.923, -0.084], [0.912, 0.250, -0.267], [-0.501, -0.414, 0.460], [-0.153, 0.758, 0.040], [0.299, -0.681, -0.685], [-0.070, 0.285, 0.739], [0.870, -0.029, -0.787], [0.654, -0.029, 0.009], [-0.930, 0.341, -0.597], [-0.685, 0.025, -0.275], [0.278, -0.538, 1.111], [-0.370, 0.303, -0.722], [-0.709, 0.155, 0.835], [1.376, 0.412, -0.354], [-0.852, 0.449, 0.665], [-0.130, -0.675, -0.351], [-0.293, 0.289, 0.129], [0.787, -0.549, 1.353], [-0.062, 0.434, -0.810], [-0.268, -0.057, -0.053], [-0.287, 0.135, -0.203], [-0.236, 0.230, -0.092], [-0.063, -0.187, 0.005], [0.293, 0.357, 0.175], [0.122, 0.204, 0.001], [0.122, 0.172, 0.146], [-0.204, 0.154, -0.189], [-0.162, -0.127, 0.153], [0.340, -0.043, -0.276], [-0.214, -0.192, -0.036], [-0.357, -0.122, 0.029], [0.061, 0.009, -0.222], [0.270, 0.071, 0.011], [-0.105, -0.134, 0.110], [0.243, -0.030, 0.047], [-0.184, -0.335, 0.209], [-0.040, 0.065, -0.309], [-0.073, 0.334, 0.048], [-0.058, 0.191, -0.131], [-0.103, -0.077, 0.197], [-0.085, -0.084, 0.148], [0.072, -0.161, 0.378], [0.144, 0.362, -0.093], [-0.052, 0.062, -0.282], [0.236, -0.166, 0.085], [0.237, -0.002, -0.334], [-0.179, -0.042, 0.072], [0.143, -0.191, -0.192], [0.045, 0.087, -0.207], [-0.284, -0.174, -0.048], [0.329, 0.123, -0.158], [-0.025, -0.379, -0.034], [0.097, -0.270, 0.238], [0.097, 0.231, -0.160], [0.181, -0.088, 0.015], [-0.552, 0.027, -0.068], [-0.206, -0.107, 0.152], [1.390, -2.088, -2.995], [-2.923, 5.128, 4.659], [0.784, -0.087, -0.101], [-0.361, 0.192, -0.382], [0.056, -0.420, -0.112], [-0.351, -0.446, -0.058], [-0.123, 0.263, -0.523], [0.208, -0.177, 0.142], [1.280, -2.863, -1.208], [-0.518, 0.043, -0.046], [0.324, 0.452, 0.178], [-0.115, -0.055, 0.062], [0.130, -0.201, -0.040], [-0.062, 0.087, -0.042], [0.111, 0.074, 0.092], [-0.109, -0.002, -0.021], [-0.132, 0.047, 0.008], [-0.009, 0.040, 0.001], [0.026, -0.148, 0.049], [0.217, -0.034, 0.058], [-0.039, -0.100, 0.025], [0.105, 0.032, 0.125], [0.029, 0.227, -0.065], [0.038, 0.079, -0.172], [0.165, 0.077, 0.047], [0.094, 0.046, 0.215], [0.034, 0.047, -0.139], [-0.038, -0.138, 0.221], [-0.188, -0.158, 0.016]]}

{"formula": "C12H9ClN4O", "method": "ωB97M-V/def2-TZVPD", "de_lowest_kj_mol": 0.00, "gap_ev": 8.887, "smiles": "Cn1c(=O)n(-c2ccccn2)c2nc(Cl)ccc21", "elements": ["C", "N", "C", "O", "N", "C", "C", "C", "C", "C", "N", "C", "N", "C", "Cl", "C", "C", "C", "H", "H", "H", "H", "H", "H", "H", "H", "H"], "positions_angstrom": [[-1.6866, 0.2959, 3.3127], [-1.0821, 0.2375, 1.9609], [-0.3807, -0.8238, 1.4034], [-0.3981, -1.9561, 1.8804], [0.2210, -0.4258, 0.2198], [0.9662, -1.2420, -0.6706], [0.7209, -1.1441, -2.0579], [1.3149, -2.0536, -2.9195], [2.1762, -2.9917, -2.3608], [2.4074, -3.0125, -0.9902], [1.8508, -2.1294, -0.1463], [-0.1598, 0.8999, 0.0065], [0.0586, 1.6651, -1.0698], [-0.3963, 2.9259, -1.0615], [-0.2225, 3.8339, -2.5322], [-1.0924, 3.4605, 0.0306], [-1.4023, 2.6339, 1.1057], [-0.9117, 1.3225, 1.0726], [-0.9211, 0.4592, 4.1019], [-2.4409, 1.0995, 3.3816], [-2.2220, -0.6551, 3.4966], [0.1040, -0.3861, -2.5086], [1.2255, -2.0626, -4.0170], [2.6915, -3.7064, -2.9433], [3.1250, -3.7172, -0.5851], [-1.5172, 4.4527, -0.0404], [-2.0283, 3.0199, 1.9306]], "forces_ev_per_a": [[0.098, -0.556, -0.260], [0.351, 1.583, -0.727], [-0.769, -3.010, 2.059], [0.332, 1.321, -0.638], [0.165, 1.067, -0.291], [0.774, -1.438, -0.737], [-0.067, -0.142, -0.062], [0.990, -0.416, 0.229], [-0.355, 0.218, 0.714], [-0.307, 1.121, -0.165], [-1.159, 0.628, -0.497], [0.314, 1.150, -1.683], [0.209, 0.028, 0.191], [-0.190, -1.342, 0.937], [0.117, -0.050, 0.256], [-0.254, -0.121, -0.666], [0.126, -0.385, 0.333], [-1.228, 0.676, 1.846], [-0.409, -0.168, -0.576], [0.492, -0.276, -0.360], [0.492, 0.447, -0.077], [-0.280, 0.203, 0.421], [-0.353, 0.367, 0.707], [0.350, -0.623, -0.725], [-0.131, 0.062, 0.212], [0.184, 0.030, 0.086], [0.509, -0.374, -0.526]]}

{"formula": "C2H4Ag2Br2F3Pt", "method": "ωB97M-V/def2-TZVPD", "s_squared": 2.01, "multiplicity": 3, "total_charge": 1, "gap_ev": [6.101, 6.097], "elements": ["Ag", "Ag", "Pt", "F", "F", "F", "Br", "C", "C", "Br", "H", "H", "H", "H"], "positions_angstrom": [[-1.3116, 20.6532, -9.6437], [1.7800, 21.5141, -7.2787], [-0.3125, 23.6738, -8.7120], [0.9746, 21.9891, -9.6654], [-1.7795, 23.2010, -10.2006], [-0.9639, 21.9314, -7.6480], [-0.1277, 21.2651, -2.8976], [-1.2722, 22.3367, -4.2332], [-2.5444, 21.5602, -4.5575], [-4.1142, 22.7080, -4.5694], [-0.7363, 22.7547, -5.0853], [-1.4459, 23.3007, -3.7551], [-2.6855, 20.6691, -3.9459], [-2.5932, 21.2419, -5.5988]], "forces_ev_per_a": [[0.147, 0.852, -0.115], [-0.655, 0.043, -0.806], [-1.021, -2.286, -1.856], [-0.548, 0.793, 1.611], [1.277, 0.031, 1.337], [0.769, 0.547, -0.063], [-0.615, 0.959, -1.499], [0.084, 0.414, 1.073], [0.112, -0.052, -0.925], [-0.007, 0.071, 0.414], [0.477, -1.178, -0.379], [-0.475, -0.490, 0.831], [-0.175, 0.477, 0.242], [0.629, -0.182, 0.135]]}

{"formula": "C3H7N3O", "method": "ωB97M-V/def2-TZVPD", "de_lowest_kj_mol": 199.35, "gap_ev": 10.552, "elements": ["C", "N", "C", "O", "N", "C", "N", "H", "H", "H", "H", "H", "H", "H"], "positions_angstrom": [[-0.7662, 0.0279, -1.5519], [-0.5104, -0.1792, -0.1266], [0.9315, -1.3967, 0.2356], [0.7706, -2.3994, -0.3884], [1.5200, -0.5893, 0.9962], [-0.0860, 0.9605, 0.6374], [-0.6814, 1.2087, 1.7234], [0.1486, 0.3911, -2.0308], [-1.5682, 0.7596, -1.7090], [-1.0322, -0.9357, -2.0003], [-1.3180, -0.5702, 0.3560], [2.2586, -0.9142, 1.5961], [0.6921, 1.5499, 0.1445], [-0.3588, 2.0871, 2.1177]], "forces_ev_per_a": [[0.019, 0.086, -0.063], [-0.282, 0.260, 0.165], [0.675, -0.474, 0.042], [-0.111, 0.723, 0.414], [0.343, -0.538, 0.142], [-0.833, 0.327, -0.222], [-0.134, 0.259, -0.574], [-0.144, -0.067, 0.076], [0.101, -0.188, -0.066], [0.071, 0.240, 0.114], [0.058, 0.004, -0.097], [0.302, -0.476, -0.201], [-0.249, -0.048, 0.100], [0.186, -0.107, 0.170]]}

Calculated electronic energy in order - -1848.134376 -1217.176954 -5939.026588 -357.973943 a.u.